(1)
Molecular formula: C3H8NO
Method: DFT, wB97M-V/def2-TZVPD

Results
HOMO in eV: -2.18
Lowest unoccupied orbital energy in eV: 4.160

ORCA input file:
```
! wB97M-V def2-TZVPD RIJCOSX def2/J DEFGRID3
* xyz -1 1
C -1.975 -0.043 1.477
O -1.029 0.826 1.134
H -2.327 0.157 2.558
H -2.995 -0.112 0.894
H -1.695 -1.157 1.756
C 1.266 1.019 -0.806
C 1.442 -1.272 -1.450
N 1.994 -0.135 -1.375
H 1.125 1.881 -1.422
H 1.876 1.327 0.171
H 0.172 0.739 -0.510
H 1.783 -2.181 -0.849
H 0.363 -1.047 -1.577
*
```

These are the Löwdin partial charges, in e, on atoms 1 to 2: atom 1 (C): -0.548, atom 2 (O): -0.416

(2)
Molecular formula: C5H8O
Method: DFT, wB97M-V/def2-TZVPD

Results
HOMO in eV: -9.13
Structure (SMILES): C1C[C@@H]2C[C@@H]2O1
Lowest unoccupied orbital energy in eV: 1.163

ORCA input file:
```
! wB97M-V def2-TZVPD RIJCOSX def2/J DEFGRID3
* xyz 0 1
C 1.561 0.088 -0.418
C 0.599 0.228 0.739
C -0.750 0.851 0.416
C -1.460 -0.221 -0.441
O -0.504 -1.219 -0.789
C 0.658 -1.046 -0.033
H 1.325 0.630 -1.332
H 2.621 0.005 -0.195
H 0.989 0.299 1.750
H -0.638 1.792 -0.131
H -1.315 1.066 1.329
H -1.867 0.191 -1.369
H -2.286 -0.692 0.108
H 1.066 -1.970 0.367
*
```

These are the Löwdin partial charges, in e, on atoms 1 to 2: atom 1 (C): -0.048, atom 2 (C): -0.222

(3)
Molecular formula: C30H45BCl30F12NO3S
Method: DFT, wB97M-V/def2-TZVPD

Results
HOMO in eV: -5.67
Lowest unoccupied orbital energy in eV: 1.426

ORCA input file:
```
! wB97M-V def2-TZVPD RIJCOSX def2/J DEFGRID3
* xyz -1 1
C -0.730 -2.381 -1.107
C -0.912 -0.794 -1.326
O -1.469 -0.650 -2.638
C -1.990 -0.321 -0.272
B -1.903 1.254 0.193
C -0.866 1.292 1.485
N -0.377 2.663 1.828
C -3.385 1.612 0.845
F -3.368 2.732 1.673
F -3.772 0.516 1.665
C -4.522 1.788 -0.190
C -5.348 0.712 -0.719
C -6.411 0.902 -1.686
C -6.709 2.220 -2.186
C -5.918 3.330 -1.648
C -6.278 4.723 -2.213
F -7.463 5.201 -1.691
F -5.283 5.630 -2.114
F -6.539 4.527 -3.555
C -4.847 3.136 -0.681
S -1.462 2.489 -1.174
O -2.227 2.286 -2.408
O -1.758 3.839 -0.652
C 0.328 2.498 -1.689
F 0.513 1.680 -2.787
F 1.221 2.057 -0.739
C 0.857 3.931 -2.172
F -0.074 4.620 -2.863
F 1.856 3.641 -3.093
C 1.560 4.766 -1.043
F 1.669 6.063 -1.500
F 0.898 4.841 0.101
F 2.846 4.347 -0.890
H -1.635 -2.737 -0.558
H -0.790 -2.855 -2.124
H 0.210 -2.639 -0.579
H 0.093 -0.341 -1.204
H -2.283 -1.167 -2.604
H -2.987 -0.648 -0.654
H -1.801 -0.933 0.662
H 0.027 0.647 1.272
H -1.369 0.838 2.381
H -0.862 3.017 2.651
H 0.605 2.584 2.095
H -5.123 -0.321 -0.369
H -6.975 0.016 -2.064
H -7.505 2.366 -2.939
H -4.324 4.050 -0.349
C -5.534 8.002 0.375
Cl -4.661 6.630 1.067
Cl -5.298 9.510 1.284
H -5.160 8.159 -0.631
H -6.594 7.769 0.342
C 3.503 0.139 -1.715
Cl 2.671 -1.419 -1.753
Cl 5.260 -0.069 -1.605
H 3.270 0.684 -2.625
H 3.161 0.700 -0.853
C -6.571 2.237 6.231
Cl -7.286 0.857 7.079
Cl -5.694 3.280 7.351
H -5.885 1.873 5.478
H -7.365 2.812 5.764
C -6.075 -2.955 -3.456
Cl -4.393 -2.421 -3.382
Cl -7.188 -1.579 -3.464
H -6.222 -3.531 -4.364
H -6.287 -3.573 -2.588
C -10.035 -4.297 -2.772
Cl -9.446 -4.306 -4.434
Cl -8.986 -5.269 -1.736
H -10.046 -3.274 -2.409
H -11.039 -4.710 -2.745
C -5.631 8.390 4.693
Cl -6.795 9.605 5.241
Cl -5.849 6.883 5.585
H -5.776 8.232 3.625
H -4.626 8.760 4.869
C 5.242 6.701 -0.778
Cl 6.181 5.306 -0.234
Cl 5.412 8.066 0.335
H 5.597 7.002 -1.759
H 4.196 6.421 -0.834
C 0.389 -2.324 2.795
Cl -1.322 -1.886 2.868
Cl 1.225 -1.418 1.532
H 0.851 -2.102 3.753
H 0.474 -3.384 2.583
C 3.301 -4.232 4.074
Cl 3.952 -2.590 4.045
Cl 2.781 -4.743 2.465
H 4.071 -4.911 4.427
H 2.448 -4.262 4.746
C -5.722 -3.204 1.509
Cl -4.079 -2.808 0.999
Cl -6.707 -3.746 0.143
H -5.680 -3.998 2.248
H -6.178 -2.321 1.941
C 7.262 -2.829 0.253
Cl 6.747 -4.493 0.554
Cl 7.982 -2.107 1.698
H 7.998 -2.827 -0.544
H 6.398 -2.240 -0.040
C 11.692 -2.282 0.802
Cl 13.351 -1.811 0.412
Cl 10.835 -2.857 -0.632
H 11.716 -3.077 1.540
H 11.167 -1.421 1.204
C 5.667 -7.963 0.228
Cl 4.394 -7.080 1.077
Cl 5.597 -9.696 0.580
H 5.544 -7.817 -0.841
H 6.633 -7.579 0.543
C 14.283 -1.935 -3.323
Cl 14.914 -0.284 -3.356
Cl 13.776 -2.464 -4.932
H 15.061 -2.601 -2.962
H 13.427 -1.971 -2.655
C 9.256 -10.928 -0.918
Cl 9.552 -11.905 -2.362
Cl 8.964 -9.237 -1.334
H 8.383 -11.318 -0.403
H 10.124 -10.986 -0.270
*
```

These are the Löwdin partial charges, in e, on atoms 1 to 2: atom 1 (C): -0.076, atom 2 (C): -0.399

(4)
Molecular formula: C2H7NO2S2
Method: DFT, wB97M-V/def2-TZVPD

Results
HOMO in eV: -9.55
Lowest unoccupied orbital energy in eV: 0.499

ORCA input file:
```
! wB97M-V def2-TZVPD RIJCOSX def2/J DEFGRID3
* xyz 0 1
C -1.836 1.107 0.020
C 1.467 -1.347 -0.576
N -0.627 0.215 0.418
O 1.698 1.162 0.079
O 0.383 0.580 -1.922
S -0.100 0.207 2.007
S 0.733 0.353 -0.575
H -2.205 0.503 -0.830
H -2.390 1.068 0.923
H -1.342 2.071 -0.229
H 0.855 -2.046 -0.224
H 1.718 -1.485 -1.581
H 2.349 -1.434 -0.023
H -0.702 -0.955 2.512
*
```

These are the Löwdin partial charges, in e, on atoms 1 to 2: atom 1 (C): -0.071, atom 2 (C): -0.087

(5)
Molecular formula: C8H18F5NO5RuSe2Te
Method: DFT, wB97M-V/def2-TZVPD

Results
HOMO (spin up / spin down) in eV: -5.25 / -5.18
Expectation value of S²: 8.7760
Lowest unoccupied orbital energy (spin up / spin down) in eV: 2.580 / 1.330

ORCA input file:
```
! wB97M-V def2-TZVPD RIJCOSX def2/J DEFGRID3
* xyz -1 6
Ru 8.931 10.319 5.984
O 9.843 14.403 7.133
C 11.160 14.521 6.664
C 11.539 13.614 5.447
C 12.761 14.290 4.792
O 13.355 13.520 3.730
C 11.994 12.273 5.955
Se 10.839 11.408 7.202
C 10.482 13.418 4.366
Se 8.552 13.193 4.835
H 9.822 13.646 7.754
H 11.913 14.243 7.408
H 11.259 15.576 6.364
H 13.566 14.380 5.606
H 12.531 15.250 4.368
H 13.437 12.600 4.012
H 12.942 12.398 6.488
H 12.193 11.622 5.085
H 10.762 12.510 3.811
H 10.412 14.246 3.655
F 6.211 8.354 3.338
Te 5.561 9.782 4.419
F 5.538 8.363 5.822
F 10.321 10.070 4.552
F 6.119 11.165 3.133
F 5.392 11.235 5.712
O 7.425 9.849 4.929
C 7.953 5.619 6.278
C 8.325 7.044 5.803
N 8.406 7.221 4.482
O 8.655 7.828 6.749
H 7.642 4.991 5.460
H 7.063 5.682 6.938
H 8.819 5.280 6.811
H 8.214 6.448 3.857
H 8.403 8.178 4.095
C 6.936 9.981 8.119
O 8.052 10.623 7.521
H 7.112 8.943 8.333
H 6.038 10.063 7.450
H 6.662 10.509 8.995
*
```

These are the Löwdin partial charges, in e, on atoms 1 to 2: atom 1 (Ru): 1.349, atom 2 (O): -0.162

(6)
Molecular formula: C4H5F5OS
Method: DFT, wB97M-V/def2-TZVPD

Results
HOMO (spin up / spin down) in eV: -9.77 / -9.78
Lowest unoccupied orbital energy (spin up / spin down) in eV: -0.617 / -0.617

ORCA input file:
```
! wB97M-V def2-TZVPD RIJCOSX def2/J DEFGRID3
* xyz 0 1
C 1.815 -0.232 1.024
C 1.524 0.526 -0.256
C -2.072 -0.752 0.271
C -1.222 -0.156 -0.886
O 0.232 2.579 -1.173
F -1.735 -1.938 0.754
F -3.369 -0.833 -0.011
F -1.978 0.034 1.373
F -0.351 -1.126 -1.347
F -2.010 0.220 -1.873
S 0.055 1.717 -0.070
H 2.338 -1.107 0.636
H 2.276 0.473 1.708
H 0.853 -0.604 1.440
H 1.417 -0.094 -1.047
H 2.226 1.293 -0.542
*
```

These are the Löwdin partial charges, in e, on atoms 1 to 2: atom 1 (C): -0.117, atom 2 (C): -0.386

| no. | strongest force on any atom (eV/Å) | E_tot (eV) |
| --- | --- | --- |
| 1 | 3.33 | -6774.5384 |
| 2 | 0.34 | -7360.7932 |
| 3 | 4.39 | -459268.4368 |
| 4 | 4.26 | -29440.9011 |
| 5 | 2.74 | -174472.4842 |
| 6 | 5.59 | -30696.5831 |